Record 1
Here is a gas-phase ion, C21H28FN2O4 (charge +1) at a distorted geometry from OMol25. Energies are from wB97M-V/def2-TZVPD.

Calculated values
- orbital gap (eV) = 8.7
- structure (SMILES) = COc1cccc(OC)c1OC[C@@H](O)C[NH+]1CCN(c2ccccc2F)CC1
- calculated total energy (eV) = -36112.181
- net charge = +1
- strongest force on any atom (Eh/bohr) = 0.020
- LUMO level (eV) = -2.07

Geometry as XYZ:
```
56
Properties=species:S:1:pos:R:3:forces:R:3
C -0.57768 -1.27098 2.93628 0.09 -0.14 0.22
O -1.01681 -0.71995 1.71001 -0.37 0.03 -0.42
C -2.15462 -1.23988 1.15453 0.03 0.23 -0.19
C -2.81339 -2.38149 1.59394 0.18 0.02 0.15
C -3.96354 -2.79571 0.94770 0.05 0.08 -0.02
C -4.47965 -2.10301 -0.13102 -0.13 0.09 -0.19
C -3.83157 -0.96236 -0.59319 0.24 0.10 0.08
O -4.23626 -0.18845 -1.63317 0.45 0.02 0.33
C -5.39742 -0.56980 -2.34196 -0.29 -0.08 -0.18
C -2.66564 -0.54197 0.05714 0.07 0.15 -0.01
O -1.97110 0.57879 -0.39704 -0.22 -0.45 0.07
C -2.64190 1.82842 -0.27995 -0.05 0.61 0.12
C -1.70961 2.86418 0.38188 -0.22 -0.24 -0.53
O -1.37734 2.51527 1.70339 0.10 -0.02 0.21
C -0.38831 2.99354 -0.38853 -0.62 0.61 0.31
N 0.39525 1.73652 -0.30277 -0.34 -0.35 0.16
C 1.05601 1.38872 -1.57764 0.34 -0.49 -0.67
C 1.77343 0.04100 -1.45573 0.05 0.25 -0.01
N 2.72974 0.14233 -0.38750 -0.08 0.23 -0.04
C 3.95041 -0.53668 -0.43543 0.28 -0.12 0.06
C 4.17690 -1.64652 -1.24673 -0.04 0.10 0.13
C 5.42256 -2.24739 -1.29967 0.09 -0.06 -0.05
C 6.47196 -1.76646 -0.53747 -0.06 -0.01 -0.03
C 6.27517 -0.66442 0.27793 -0.16 0.10 0.05
C 5.03530 -0.06477 0.30886 0.03 -0.07 0.01
F 4.86520 1.03760 1.08568 -0.02 -0.12 -0.15
C 2.07299 0.39351 0.87356 -0.02 0.16 0.07
C 1.37883 1.74987 0.80234 0.54 -0.29 0.81
H -0.19591 -2.28695 2.80292 -0.02 0.04 0.02
H -1.37904 -1.27712 3.67847 0.02 0.01 -0.02
H 0.22594 -0.62388 3.28397 -0.02 -0.07 0.01
H -2.44204 -2.94700 2.43138 0.07 -0.04 0.10
H -4.47137 -3.68118 1.29566 -0.05 -0.09 0.03
H -5.37838 -2.45521 -0.60782 -0.10 -0.01 -0.08
H -5.28018 -1.55666 -2.79659 0.00 0.03 0.03
H -6.27905 -0.56414 -1.69548 0.04 -0.01 -0.02
H -5.51902 0.17637 -3.12480 -0.04 -0.09 0.04
H -3.55061 1.71947 0.31943 0.05 -0.03 -0.03
H -2.93234 2.17334 -1.27837 -0.01 -0.02 0.11
H -2.21919 3.83980 0.35064 0.11 -0.14 -0.14
H -2.17351 2.44238 2.24054 -0.01 -0.01 -0.02
H 0.20164 3.81026 0.03142 0.06 -0.11 -0.09
H -0.60954 3.21730 -1.43235 0.09 -0.07 0.03
H -0.31304 0.99001 -0.09783 0.27 0.17 -0.08
H 0.30293 1.33576 -2.36504 -0.09 0.09 0.12
H 1.78280 2.16951 -1.81370 -0.11 0.01 0.06
H 2.28805 -0.16373 -2.39468 -0.11 0.03 0.01
H 1.02680 -0.75146 -1.27851 0.04 -0.02 -0.08
H 3.36948 -2.05226 -1.83609 -0.12 -0.04 -0.05
H 5.56790 -3.10510 -1.93753 0.01 -0.08 -0.06
H 7.43932 -2.23971 -0.57748 0.10 -0.05 0.00
H 7.07241 -0.25305 0.87582 0.07 0.07 0.08
H 2.79593 0.40372 1.68614 -0.08 0.04 -0.04
H 1.32336 -0.38529 1.08091 0.05 0.03 0.04
H 0.84837 1.96694 1.72907 -0.03 0.03 -0.17
H 2.11937 2.52797 0.60444 -0.11 0.00 -0.07
```
Forces are in eV/Å.

Record 2
Here is C12H14O in the gas phase at a distorted geometry from OMol25. Energies are from wB97M-V/def2-TZVPD.

Calculated values
- orbital gap (spin up / spin down) (eV) = 8.9 / 8.3
- energy relative to the best compared isomer or geometry (same formula, charge and spin) (eV) = 4.854
- calculated total energy (eV) = -14712.409
- strongest force on any atom (Eh/bohr) = 0.070
- LUMO level (spin up / spin down) (eV) = 0.60 / 0.49

Geometry as XYZ:
```
27
Properties=species:S:1:pos:R:3:forces:R:3
C -2.44918 -1.55811 1.22022 -2.09 0.17 -0.64
C -1.23645 -1.39273 1.79661 1.41 0.06 0.53
C -3.00024 -0.71284 0.21050 2.51 -1.74 1.88
C -0.26239 -0.52334 1.26942 -2.28 0.71 -0.90
C -0.77663 0.08881 0.12778 0.84 1.23 -0.17
C -2.10674 0.14393 -0.36314 2.21 0.12 -0.82
C 1.09558 -0.32399 1.81854 2.05 0.24 2.11
C 2.15218 -0.97288 0.88404 1.20 0.83 1.39
C 2.48665 -0.07969 -0.25971 0.81 1.41 -1.95
C 1.58993 0.75026 -1.06822 -0.72 -2.27 -0.03
C -2.44848 0.84587 -1.66921 1.16 -1.98 0.05
C 1.74090 2.11450 -1.64327 -1.12 -1.91 -1.48
O 2.12817 -0.42919 -1.64548 -0.87 1.29 0.71
H -2.94475 -2.43854 1.59240 -0.88 0.13 0.02
H -1.05974 -2.02828 2.65412 0.52 -0.01 0.10
H -3.90553 -0.92425 -0.25414 -1.70 -0.18 -0.45
H 1.45598 0.82370 1.97003 -1.25 -2.63 -0.36
H 1.22224 -0.85593 2.89169 -0.57 1.28 -2.37
H 3.09175 -0.98457 1.48732 -0.55 -0.34 -0.38
H 1.96049 -1.99851 0.57336 -0.36 0.11 -0.02
H 3.50472 0.36259 -0.33531 -0.34 -0.65 0.72
H -2.74109 0.05457 -2.38361 -0.32 0.32 0.30
H -3.27192 1.49618 -1.49214 -0.29 1.03 -0.37
H -1.51103 1.19225 -2.11367 -0.46 0.90 0.23
H 2.76368 2.31902 -1.78847 1.44 0.30 -0.48
H 1.38061 2.73527 -0.91515 -0.92 1.97 1.82
H 1.14129 2.29591 -2.56449 0.57 -0.38 0.56
```
Forces are in eV/Å.

Record 3
Here is 2 unconnected molecules or ions with the total composition C2H6N2O from OMol25. Energies are from wB97M-V/def2-TZVPD.

Calculated values
- orbital gap (eV) = 10.5
- energy relative to the best compared isomer or geometry (same formula, charge and spin) (eV) = 1.837
- structure (SMILES) = [H]/N=C/N.C=O
- calculated total energy (eV) = -7197.951
- strongest force on any atom (Eh/bohr) = 0.018
- LUMO level (eV) = 0.91

Geometry as XYZ:
```
11
Properties=species:S:1:pos:R:3:forces:R:3
H 1.04499 0.29013 2.33603 0.12 0.20 -0.17
N 0.51099 0.07114 1.50199 -0.40 -0.35 0.42
C 1.19991 -0.59112 0.67050 0.68 0.45 -0.47
N 0.69239 -1.16039 -0.45709 -0.24 -0.01 -0.59
H 2.29245 -0.70074 0.71157 -0.16 -0.23 0.32
H 1.31336 -1.28762 -1.23858 0.16 -0.11 0.17
H -0.24804 -0.93910 -0.75233 -0.09 -0.07 0.35
C -1.70608 1.07252 -0.67827 0.13 0.84 -0.18
O -2.29113 0.17882 -1.22693 0.03 -0.30 0.13
H -1.44375 1.99702 -1.23303 -0.08 -0.03 -0.07
H -1.36508 1.06936 0.36616 -0.14 -0.39 0.10
```
Forces are in eV/Å.

Record 4
Here is C14H18N2O3S4 in the gas phase from OMol25. Energies are from wB97M-V/def2-TZVPD.

Calculated values
- orbital gap (eV) = 9.1
- energy relative to the best compared isomer or geometry (same formula, charge and spin) (eV) = 0.000
- structure (SMILES) = CSCC[C@H](NS(=O)(=O)c1cccs1)C(=O)NCc1cccs1
- calculated total energy (eV) = -67273.606
- strongest force on any atom (Eh/bohr) = 0.015
- LUMO level (eV) = 0.43

Geometry as XYZ:
```
41
Properties=species:S:1:pos:R:3:forces:R:3
C -1.57403 -3.25960 1.64314 -0.28 0.17 -0.38
S -2.85365 -2.45517 0.63435 -0.03 -0.14 -0.01
C -2.10137 -2.59276 -1.02806 -0.22 0.12 0.32
C -1.58253 -1.26021 -1.54966 0.25 0.00 0.26
C -0.56258 -0.64312 -0.59585 -0.30 -0.27 -0.23
N -0.23411 0.71596 -0.99141 0.21 0.61 0.40
S -0.01901 1.84572 0.20595 -0.20 -0.25 -0.32
O 0.80222 2.88511 -0.32577 -0.21 0.09 -0.26
O 0.36905 1.20745 1.43799 -0.43 0.15 0.06
C -1.67528 2.40438 0.40167 0.41 0.10 -0.12
C -2.59721 1.96679 1.30235 0.34 -0.05 0.05
C -3.85973 2.56274 1.10037 -0.08 0.09 -0.13
C -3.86120 3.42421 0.04767 0.40 -0.04 -0.18
S -2.32398 3.53069 -0.71711 -0.35 -0.02 0.25
C 0.75512 -1.43397 -0.55895 -0.33 0.05 0.48
O 1.11281 -2.14912 -1.47310 0.08 -0.07 -0.38
N 1.47685 -1.20304 0.55718 0.10 -0.16 0.42
C 2.92361 -1.38244 0.55223 -0.11 -0.11 -0.09
C 3.55180 -0.08252 0.16862 0.20 0.19 0.25
C 3.67691 0.43301 -1.08611 0.03 -0.23 0.14
C 4.16395 1.75797 -1.09152 0.07 0.20 0.07
C 4.38641 2.23389 0.15914 -0.02 -0.05 0.29
S 4.00517 1.07933 1.36913 0.00 -0.16 -0.59
H -0.62249 -2.75159 1.51593 0.13 -0.04 0.12
H -1.90213 -3.18800 2.67493 0.04 -0.02 0.11
H -1.49391 -4.30351 1.35315 0.09 -0.07 0.07
H -1.29636 -3.32113 -0.95834 0.00 -0.10 -0.11
H -2.87788 -2.97639 -1.68892 0.11 -0.07 -0.03
H -2.40888 -0.55943 -1.67798 0.03 0.05 0.01
H -1.10448 -1.42751 -2.51702 -0.03 0.06 -0.05
H -0.99446 -0.56183 0.40558 -0.01 -0.28 -0.08
H 0.42192 0.79779 -1.75178 0.26 0.27 -0.09
H -2.36824 1.25876 2.07677 0.07 -0.17 0.15
H -4.72086 2.35414 1.70806 -0.17 0.00 0.09
H -4.67974 4.00800 -0.32384 -0.17 0.15 -0.07
H 1.14860 -0.45830 1.16964 -0.02 -0.20 -0.23
H 3.24460 -1.70124 1.54579 0.03 -0.08 -0.12
H 3.15231 -2.15775 -0.18359 0.05 0.08 0.19
H 3.43592 -0.12481 -1.97441 -0.06 -0.16 -0.15
H 4.33667 2.32857 -1.98595 0.05 0.14 -0.13
H 4.75019 3.19894 0.44971 0.08 0.22 0.01
```
Forces are in eV/Å.

Repeat the third record exactly.
Here is 2 unconnected molecules or ions with the total composition C2H6N2O from OMol25. Energies are from wB97M-V/def2-TZVPD.

Calculated values
- orbital gap (eV) = 10.5
- energy relative to the best compared isomer or geometry (same formula, charge and spin) (eV) = 1.837
- structure (SMILES) = [H]/N=C/N.C=O
- calculated total energy (eV) = -7197.951
- strongest force on any atom (Eh/bohr) = 0.018
- LUMO level (eV) = 0.91

Geometry as XYZ:
```
11
Properties=species:S:1:pos:R:3:forces:R:3
H 1.04499 0.29013 2.33603 0.12 0.20 -0.17
N 0.51099 0.07114 1.50199 -0.40 -0.35 0.42
C 1.19991 -0.59112 0.67050 0.68 0.45 -0.47
N 0.69239 -1.16039 -0.45709 -0.24 -0.01 -0.59
H 2.29245 -0.70074 0.71157 -0.16 -0.23 0.32
H 1.31336 -1.28762 -1.23858 0.16 -0.11 0.17
H -0.24804 -0.93910 -0.75233 -0.09 -0.07 0.35
C -1.70608 1.07252 -0.67827 0.13 0.84 -0.18
O -2.29113 0.17882 -1.22693 0.03 -0.30 0.13
H -1.44375 1.99702 -1.23303 -0.08 -0.03 -0.07
H -1.36508 1.06936 0.36616 -0.14 -0.39 0.10
```
Forces are in eV/Å.